Molecular formula: C33H56Cl2F3N4O6P
Method: DFT, ωB97M-V with the def2-TZVPD basis set

```
105
Properties=species:S:1:pos:R:3:forces:R:3
C 1.382999 -5.018881 -2.416342 -0.3 0.2 0.2
C 0.545887 -4.101993 -1.547570 -0.2 -0.2 1.3
O 0.146604 -4.491361 -0.476668 0.2 0.0 -0.6
N 0.122239 -2.769273 -1.949907 1.3 -0.6 -1.5
C -0.922430 -2.950196 -2.960749 -1.0 -0.1 1.0
C 1.197495 -1.854982 -2.304825 0.1 0.1 0.5
Cl 1.576497 -1.999929 -4.097630 -0.1 0.3 -0.2
N 2.403595 -2.237188 -1.645874 -0.1 0.2 0.2
C 2.992255 -1.298963 -0.806449 0.0 -0.4 0.3
O 3.900507 -1.572706 -0.071874 -0.1 0.4 -0.3
C 2.317577 0.060755 -1.098890 -0.5 -0.1 -0.2
C 2.096127 1.056453 0.036995 0.9 -0.1 0.7
C 3.335257 1.309945 0.837313 -2.2 -0.5 -0.2
C 3.002210 1.795781 2.327051 1.6 1.2 -0.5
O 3.616295 0.450530 1.770020 1.9 -0.5 0.7
C 3.305746 0.709043 -2.089166 0.1 -0.2 -0.4
F 3.231017 0.170117 -3.308695 -0.1 0.1 -0.2
F 3.128620 2.021158 -2.196280 -0.1 0.2 -0.1
F 4.577923 0.529979 -1.701682 0.3 0.1 0.3
C 0.945116 -0.405524 -1.673606 -0.5 0.2 0.2
C 0.104778 0.674140 -2.410186 0.3 -0.7 -0.7
C 0.340662 0.973737 -3.874536 1.5 1.5 -1.4
O 1.118777 1.774189 -4.335584 -1.6 -1.7 1.0
Cl -0.781849 0.131964 -5.035152 0.1 0.3 0.5
P -0.344380 -0.829807 -0.283946 -1.5 -0.6 -0.3
C -1.037593 0.732642 0.474722 1.0 -0.3 0.4
C 0.505991 -1.680314 1.094522 0.4 0.7 0.2
H 1.089017 -6.024369 -2.161836 -0.1 -0.3 0.0
H 1.273093 -4.863547 -3.479462 0.1 0.2 -0.2
H 2.418088 -4.920578 -2.118135 0.3 0.1 0.0
H -1.812306 -3.273830 -2.427282 -0.2 0.0 0.2
H -1.188016 -2.030090 -3.451762 0.2 0.3 -0.2
H -0.702542 -3.735397 -3.671840 0.3 0.0 -0.5
H 3.021613 -2.828624 -2.173647 0.2 -0.3 0.3
H 1.765844 2.029011 -0.301746 -0.4 0.1 -0.4
H 1.458009 0.698554 0.825531 -0.6 -0.2 -0.3
H 4.163821 1.783567 0.363306 0.6 0.7 -0.3
H 3.428790 1.587547 3.308678 -1.6 -0.1 0.7
H 3.751519 2.630572 2.152138 0.5 -0.6 0.4
H 0.239486 1.609395 -1.888638 0.1 0.4 0.1
H -0.932339 0.372626 -2.334244 -0.3 0.0 0.1
H -2.106958 0.685440 0.355964 -0.3 0.1 -0.3
H -0.621915 1.672359 0.134297 -0.1 0.2 -0.2
H -0.854760 0.690299 1.545432 0.1 0.0 0.2
H 1.132507 -1.039648 1.710527 0.1 0.2 0.1
H -0.266344 -2.080787 1.740897 -0.3 -0.2 0.0
H 1.138553 -2.490685 0.771244 -0.1 -0.4 -0.3
C 2.355060 6.846198 -4.210410 0.1 0.3 0.1
C 1.753287 5.843950 -3.184150 0.6 0.5 -1.7
C 0.231745 5.733672 -3.350531 -0.5 0.1 0.5
C -0.569558 6.878234 -2.734461 0.1 0.0 0.0
C -0.139805 7.109971 -1.287672 -0.3 -0.4 -0.3
C 1.363413 7.349234 -1.161489 0.2 1.7 0.1
N 2.141137 6.245095 -1.798955 -1.7 -1.3 0.6
O 2.123541 5.211183 -1.025049 0.7 0.0 0.2
C 1.699850 8.714294 -1.790866 0.0 0.0 -0.3
C 1.745876 7.486244 0.307757 0.1 -0.4 0.2
C 2.345912 4.489558 -3.546527 0.1 -0.1 0.4
H 2.812692 7.713324 -3.742684 -0.1 0.0 0.0
H 3.159911 6.384449 -4.780997 -0.1 -0.2 0.0
H 1.609026 7.203938 -4.921554 0.0 0.0 0.0
H -0.108017 4.801886 -2.885225 0.1 0.0 0.1
H -0.005457 5.646265 -4.411772 0.2 0.0 0.0
H -0.456316 7.790621 -3.326047 0.1 0.0 0.0
H -1.632765 6.630849 -2.761457 0.0 0.0 0.0
H -0.679254 7.962659 -0.870740 0.1 0.1 0.1
H -0.428056 6.241333 -0.686979 0.1 -0.1 0.0
H 2.774471 8.899931 -1.766881 0.0 0.0 0.0
H 1.214696 9.508780 -1.224152 0.0 -0.1 0.1
H 1.356918 8.819437 -2.817583 0.0 0.0 0.0
H 1.445652 6.621363 0.896408 0.1 -0.1 -0.1
H 1.252144 8.358378 0.734643 0.0 0.1 -0.1
H 2.822690 7.620837 0.419344 0.0 0.0 0.0
H 3.422837 4.471867 -3.372344 0.0 0.0 0.0
H 2.170835 4.282588 -4.601545 -0.1 0.2 -0.1
H 1.898039 3.679671 -2.990004 0.0 0.1 0.1
C -2.194732 -5.567306 5.909541 0.1 -0.3 -0.1
C -2.859565 -4.541219 4.948300 0.7 -0.6 1.6
C -4.374183 -4.459107 5.180742 -0.5 0.0 -0.4
C -5.185198 -5.590464 4.557746 0.1 0.0 0.0
C -4.814475 -5.767653 3.087065 -0.3 0.3 0.3
C -3.316292 -5.983619 2.890110 0.3 -1.7 -0.3
N -2.528597 -4.886598 3.533789 -1.7 1.4 -0.5
O -2.617529 -3.815456 2.814145 0.7 -0.1 -0.4
C -2.939809 -7.363712 3.461664 0.1 0.0 0.4
C -2.991525 -6.095076 1.396871 0.0 0.5 -0.1
C -2.273134 -3.187449 5.337361 0.1 0.4 -0.5
H -1.744494 -6.407847 5.389362 -0.1 0.0 0.0
H -1.372203 -5.112291 6.460411 -0.1 0.1 0.0
H -2.901552 -5.964295 6.639732 0.0 0.0 0.0
H -4.744511 -3.517206 4.763768 0.1 0.0 -0.1
H -4.568815 -4.413448 6.253578 0.1 0.0 0.0
H -5.035867 -6.521366 5.111534 0.0 0.0 0.0
H -6.249193 -5.358785 4.637600 0.0 0.0 0.0
H -5.361489 -6.614655 2.668249 0.1 -0.1 -0.1
H -5.138348 -4.885581 2.525955 0.1 0.1 0.0
H -1.865250 -7.535577 3.386984 0.0 0.0 0.0
H -3.439826 -8.146013 2.891153 0.0 0.1 -0.1
H -3.238339 -7.504983 4.498334 0.0 0.0 0.0
H -3.320353 -5.226034 0.829636 0.1 0.1 0.1
H -3.507557 -6.963729 0.988446 0.0 -0.1 0.1
H -1.923364 -6.229554 1.222507 0.0 0.1 0.1
H -1.205400 -3.141345 5.119276 0.0 0.0 0.0
H -2.409325 -3.035988 6.408119 0.0 -0.1 0.0
H -2.762662 -2.360584 4.825512 0.0 -0.1 -0.1
```
Positions in Å, forces in eV/Å.

Output
**⟨S²⟩**: 2.008
**Frontier orbital gap (spin up / spin down)**: 0.30426 / 0.29471 Eh
**F_max**: 2.6 eV/A
**E_HOMO (spin up / spin down)**: -7.749 / -7.749 eV
**Lowest unoccupied orbital energy (spin up / spin down)**: 0.531 / 0.271 eV
**2S+1**: 3